# 1
DFT (ωB97M-V/def2-TZVPD) results for a structure of composition C33H37BrFN7O2ReSSi.

```
84
Properties=species:S:1:pos:R:3:forces:R:3
Re 0.6828 -0.2729 0.4978 -0.38 1.31 -0.92
C -0.7668 -6.1289 1.2091 -0.09 0.04 0.03
C -1.3243 -5.1306 2.2128 0.04 -0.01 -0.09
N -1.6407 -3.8177 1.6380 -0.06 0.03 0.01
C -0.7508 -2.9242 1.2081 -0.14 0.15 -0.12
S -1.4052 -1.3802 0.6574 0.25 -0.24 -0.05
N 0.5215 -3.2188 1.2119 0.13 -0.09 -0.03
N 1.3465 -2.2210 0.7522 -0.30 -0.18 0.04
C 2.5817 -2.5437 0.5286 0.00 0.00 0.01
C 3.1030 -3.9378 0.6146 -0.01 0.02 -0.01
C 3.4835 -1.4248 0.2311 0.01 0.01 0.01
C 4.7954 -1.6334 -0.1512 0.05 -0.04 0.01
C 5.6341 -0.5444 -0.3372 0.01 -0.01 -0.01
C 5.1410 0.7211 -0.0900 0.01 -0.02 0.02
C 3.8153 0.8602 0.2856 0.04 -0.02 0.07
N 2.9821 -0.1793 0.4140 -0.05 0.07 0.07
H -0.6959 -7.1085 1.6805 0.01 0.00 -0.01
H -1.4218 -6.2152 0.3422 -0.01 -0.01 0.00
H 0.2236 -5.8388 0.8724 0.06 0.03 -0.05
H -2.2621 -5.5049 2.6182 0.00 0.02 0.06
H -0.6333 -4.9890 3.0459 0.02 0.00 -0.02
H -2.6023 -3.5177 1.6518 0.04 -0.04 -0.02
H 2.2954 -4.6315 0.8104 -0.01 -0.02 0.01
H 3.5903 -4.2142 -0.3224 0.00 0.00 0.00
H 3.8453 -4.0231 1.4112 0.01 0.01 -0.01
H 5.1584 -2.6398 -0.2955 0.02 0.01 0.00
H 6.6590 -0.6906 -0.6501 0.00 0.00 0.01
H 5.7635 1.5989 -0.1821 -0.01 0.02 0.00
H 3.4196 1.8353 0.5100 -0.01 -0.01 -0.04
C 1.4731 -0.6308 3.7572 -0.03 -0.11 0.05
O 0.5979 -0.0527 2.7729 0.21 -0.12 -0.19
C -0.4459 0.7494 3.2071 0.10 -0.09 0.02
C -0.8079 0.8940 4.5204 -0.02 0.02 0.04
C -1.9034 1.7079 4.8280 0.02 0.00 0.04
Br -2.4093 1.9202 6.6274 0.01 -0.01 -0.02
C -2.6057 2.3364 3.8331 -0.01 0.02 -0.07
C -2.2243 2.1812 2.4901 -0.07 0.11 0.04
C -1.1203 1.3940 2.1595 0.06 0.07 0.05
O -0.7054 1.2397 0.9119 0.26 -0.75 -0.01
C -2.9715 2.8274 1.4287 -0.08 0.03 -0.05
N -2.7104 2.7205 0.1254 0.00 0.06 -0.11
C -3.6396 3.4528 -0.6093 0.04 -0.03 0.06
C -3.7933 3.6566 -1.9737 0.01 0.00 -0.02
C -4.8470 4.4604 -2.3592 -0.01 0.01 0.02
C -5.7151 5.0399 -1.4201 0.02 -0.01 0.01
C -5.5597 4.8356 -0.0636 -0.03 0.02 -0.01
C -4.4996 4.0261 0.3187 0.02 0.00 0.05
N -4.0474 3.6116 1.5721 -0.02 0.02 0.00
H 1.8572 0.1518 4.4091 0.01 0.02 -0.01
H 2.2899 -1.0884 3.2071 -0.01 -0.01 0.00
H 0.9431 -1.3881 4.3333 -0.02 0.00 0.00
H -0.2776 0.3967 5.3189 0.01 -0.02 -0.01
H -3.4548 2.9473 4.1046 -0.01 0.02 0.01
H -1.9180 2.1758 -0.1994 -0.06 0.01 0.03
H -3.1240 3.2103 -2.6960 0.01 0.00 -0.01
H -5.0108 4.6498 -3.4105 0.00 0.00 -0.01
H -6.5265 5.6628 -1.7688 0.00 0.00 -0.01
H -6.2286 5.2831 0.6580 -0.01 0.00 0.00
H -4.4594 3.8655 2.4547 -0.01 -0.01 -0.01
C 0.1215 -3.0359 -2.2053 -0.07 0.12 0.25
Si 0.5056 -1.3028 -2.7458 0.02 0.07 0.00
C -1.0139 -0.7442 -3.6675 -0.02 0.05 -0.12
C 2.1134 -1.4407 -3.6846 0.04 0.07 -0.15
N 0.8046 -0.0226 -1.4552 -0.09 -0.64 0.96
C 1.1337 1.2666 -1.9508 0.05 0.06 -0.21
C 1.1929 1.5592 -3.3241 -0.05 0.02 -0.10
C 1.4735 2.8245 -3.8047 0.01 0.06 0.06
C 1.7139 3.8798 -2.9335 -0.03 -0.08 -0.03
C 1.6814 3.6358 -1.5720 0.01 0.04 0.06
C 1.4072 2.3614 -1.1321 -0.01 -0.05 -0.06
F 1.4312 2.1543 0.2208 0.07 0.13 0.03
H 0.0345 -3.6044 -3.1363 0.00 0.07 -0.04
H -0.8319 -3.1186 -1.6907 -0.07 -0.04 0.11
H 0.8939 -3.5194 -1.6200 0.15 -0.10 0.20
H -1.3328 -1.5352 -4.3492 -0.02 -0.02 0.01
H -0.9098 0.1708 -4.2473 -0.08 -0.04 0.02
H -1.8186 -0.5962 -2.9421 -0.03 -0.02 0.00
H 2.0684 -2.3007 -4.3556 0.01 -0.04 0.02
H 2.9233 -1.6206 -2.9712 0.02 -0.04 0.00
H 2.3916 -0.5727 -4.2806 0.08 -0.14 0.03
H 1.0103 0.7770 -4.0439 0.01 0.25 0.10
H 1.5034 2.9833 -4.8736 0.00 0.02 -0.01
H 1.9304 4.8706 -3.3057 0.01 0.01 0.00
H 1.8777 4.4097 -0.8417 0.00 0.01 0.00
```
Positions in Å, forces in eV/Å.

Calculated values
⟨S²⟩: 0.76
2S+1: 2
HOMO (alpha / beta): -12.585 / -12.502 eV
net charge: +2
LUMO (alpha / beta): -6.5 / -6.4 eV
total energy: -142939.583 eV
HOMO-LUMO gap (alpha / beta): 6.1 / 6.1 eV

Löwdin atomic charge list, values in e, 8 entries: 1.4389, -0.0743, -0.2132, 0.0015, -0.7240, 0.7624, 0.0393, -0.1472


# 2
DFT (ωB97M-V/def2-TZVPD) results for a cluster of 2 separate species, C33H37BrNO5 in total.

```
77
Properties=species:S:1:pos:R:3:forces:R:3
C -4.6362 1.6872 -3.0045 -0.33 -0.01 -0.24
C -3.2399 2.2324 -2.8372 0.03 -0.28 -0.04
O -2.3011 1.2657 -3.3307 -1.02 0.67 0.30
C -1.0238 1.7367 -3.1980 2.04 -0.85 -0.26
C -0.0423 0.7289 -3.5036 -1.62 0.84 0.19
C 1.3311 0.9810 -3.4873 1.08 0.12 0.05
C 1.8501 2.3084 -3.3268 0.41 -0.28 -0.02
C 3.2136 2.5496 -3.2501 0.13 -0.72 0.08
C 4.1187 1.4779 -3.3147 -0.81 -0.31 -0.21
Br 5.9779 1.7878 -3.0652 0.18 0.03 -0.11
C 3.6540 0.1681 -3.5477 -0.10 0.52 0.16
C 2.2890 -0.0826 -3.6354 -0.03 0.70 0.05
O -0.8335 2.9061 -2.8242 -0.38 -0.30 -0.01
H -5.3191 2.2591 -2.3659 -0.02 -0.11 -0.10
H -4.9631 1.8099 -4.0441 -0.02 -0.12 0.16
H -4.7184 0.6251 -2.7502 0.12 0.18 0.09
H -3.1359 3.1727 -3.3987 0.05 -0.21 0.33
H -3.0113 2.4269 -1.7777 -0.09 0.07 -0.32
H -0.4137 -0.2486 -3.7752 -0.02 -0.08 0.06
H 1.1401 3.1270 -3.2589 0.28 -0.21 -0.02
H 3.5841 3.5617 -3.1305 0.00 -0.04 0.03
H 4.3728 -0.6414 -3.6466 -0.10 0.08 0.03
H 1.9155 -1.0969 -3.8083 0.21 0.31 0.07
C 5.3192 -0.6325 2.1714 -0.17 -0.16 0.24
C 4.5563 -0.3478 0.8732 -0.16 0.07 0.01
C 4.8570 1.0943 0.4790 -0.12 0.16 -0.09
C 5.1087 -1.2590 -0.2271 -0.17 -0.28 -0.19
C 3.0369 -0.5899 1.0588 -0.25 1.08 -0.20
C 2.0912 0.3848 0.8616 1.38 -0.27 -0.05
C 0.6856 0.1507 1.0181 -1.79 1.92 -0.34
C -0.2612 1.1886 0.7808 3.09 -1.35 0.35
C -1.6315 1.0590 1.0019 -2.73 1.02 0.03
C -2.5713 2.0729 0.8620 2.23 -0.95 0.12
C -3.9721 1.8950 1.0862 -2.07 -0.36 0.38
C -4.8900 2.9829 0.9111 0.77 -0.66 0.13
C -6.2473 2.8207 1.1036 -0.57 -0.74 0.25
C -6.7501 1.5589 1.4857 1.77 0.32 -0.38
N -8.1525 1.3694 1.6352 -3.00 -0.43 0.35
O -8.5745 0.2321 1.9539 0.86 1.99 -0.55
O -8.9238 2.3386 1.4410 1.52 -1.61 0.33
C -5.8805 0.4676 1.6758 -0.46 0.48 -0.06
C -4.5222 0.6343 1.4850 0.10 0.68 -0.20
C 0.2776 -1.1516 1.4501 0.19 -1.63 0.49
C 1.1524 -2.1845 1.6684 -1.31 0.41 0.01
C 0.6877 -3.6012 2.1020 0.05 0.22 -0.04
C 1.0848 -4.6386 1.0472 0.16 0.06 -0.24
C -0.8270 -3.6952 2.2723 -0.14 0.08 -0.03
C 1.3128 -3.9995 3.4425 0.20 0.13 0.13
C 2.5865 -1.9345 1.4659 1.45 -1.37 0.08
O 3.4188 -2.8583 1.6347 -1.23 1.24 -0.15
H 5.1883 -1.6753 2.4673 0.09 0.17 0.06
H 6.3872 -0.4333 2.0250 -0.15 -0.01 -0.01
H 4.9532 0.0205 2.9702 0.08 -0.06 0.03
H 4.3918 1.3550 -0.4775 0.02 0.06 0.13
H 4.5206 1.7858 1.2591 0.01 0.05 -0.12
H 5.9398 1.2233 0.3587 -0.21 -0.06 0.03
H 4.5851 -1.0732 -1.1715 0.10 -0.04 0.09
H 6.1761 -1.0569 -0.3798 -0.17 0.01 0.04
H 4.9784 -2.3054 0.0604 0.09 0.15 -0.17
H 2.3991 1.3990 0.5914 -0.11 -0.39 -0.06
H 0.1124 2.1590 0.4523 0.02 -0.23 -0.06
H -1.9981 0.0867 1.3245 0.09 0.24 -0.17
H -2.2403 3.0786 0.5907 0.01 -0.32 -0.09
H -4.5071 3.9620 0.6202 -0.03 -0.29 0.03
H -6.9633 3.6266 0.9668 0.26 -0.09 -0.01
H -6.3148 -0.4861 1.9642 0.20 0.18 -0.06
H -3.8740 -0.2266 1.6430 -0.20 0.28 -0.08
H -0.7824 -1.3332 1.6257 0.35 0.02 -0.14
H 2.1711 -4.6734 0.9401 -0.20 -0.05 -0.08
H 0.7192 -5.6288 1.3462 0.05 0.14 -0.03
H 0.6297 -4.3798 0.0852 0.11 -0.10 0.03
H -1.1835 -3.0231 3.0598 -0.06 -0.01 -0.11
H -1.3483 -3.4803 1.3338 -0.03 0.04 0.12
H -1.0898 -4.7192 2.5686 0.07 0.21 -0.06
H 1.0176 -3.2847 4.2181 0.10 -0.08 0.01
H 0.9501 -4.9928 3.7359 0.06 0.14 -0.05
H 2.4017 -4.0247 3.3628 -0.17 0.00 0.11
```
Positions in Å, forces in eV/Å.

Calculated values
HOMO: -3.039 eV
net charge: -1
LUMO: -0.2 eV
total energy: -116589.786 eV
HOMO-LUMO gap: 2.9 eV

Löwdin atomic charge list, values in e, 8 entries: -0.0810, -0.2643, -0.0447, -0.5335, -0.0541, -0.2545, -0.0400, -0.1562